ORCA calculation (wB97M-V/def2-TZVPD) on a cluster of 3 separate species, C2H10N2O3 in total.

The value obtained for the calculated total energy is -11359.168 eV. The multiplicity is 1. Its HOMO energy is -0.34620 Eh. Its structure (SMILES) is NCNC=O.O.O. For the energy above the lowest of the compared OMol25 structures with the same formula, charge and spin, the calculation gives 83.52 kJ/mol. The molecular weight comes out at 110.11 u. The max |F| comes out at 1.80 eV Å⁻¹. The frontier orbital gap is 0.3710 Eh.

Last column: Mulliken charge in e.
Geometry (Å):
N: 0.198 1.544 -1.181  -0.552
C: -0.291 1.453 0.192  -0.613
N: -0.777 0.144 0.560  0.057
C: -2.014 0.006 1.115  0.048
O: -2.885 0.849 1.132  -0.565
H: -0.470 1.149 -1.826  0.201
H: 0.330 2.536 -1.375  0.219
H: 0.402 1.818 0.958  0.283
H: -1.129 2.145 0.343  0.445
H: -0.218 -0.649 0.279  0.221
H: -2.126 -0.995 1.567  0.325
O: 0.283 -2.691 0.407  -0.662
H: 1.100 -2.464 -0.052  0.300
H: 0.373 -3.534 0.856  0.300
O: 2.198 -0.779 -0.936  -0.630
H: 3.130 -0.680 -1.165  0.294
H: 1.896 0.147 -0.874  0.329

---

ORCA calculation (wB97M-V/def2-TZVPD) on an isolated molecule of C4H5NO2.

The value obtained for the calculated total energy is -9811.003 eV. The multiplicity is 1. Its HOMO energy is -0.33213 Eh. For the energy above the lowest of the compared OMol25 structures with the same formula, charge and spin, the calculation gives 319.58 kJ/mol. The molecular weight comes out at 99.09 u. The max |F| comes out at 0.46 eV Å⁻¹. The frontier orbital gap is 0.3539 Eh.

Last column: Mulliken charge in e.
Geometry (Å):
O: 2.110 1.160 -0.498  -0.286
C: 0.882 0.932 -0.916  -0.806
C: 0.438 -0.359 -0.287  0.733
C: -0.270 -0.033 1.065  -0.496
N: -1.688 -0.277 0.804  -0.496
C: -1.752 -0.734 -0.373  0.054
O: -0.621 -0.907 -1.092  -0.368
H: 2.371 2.016 -0.870  0.442
H: 1.227 -1.115 -0.192  0.299
H: 0.083 -0.672 1.880  0.285
H: -0.121 1.010 1.368  0.257
H: -2.661 -1.023 -0.889  0.381

---

ORCA calculation (wB97M-V/def2-TZVPD) on a structure of composition C23H38IN2O6PZn.

The value obtained for the calculated total energy is -105545.807 eV. The multiplicity is 1. Its HOMO energy is -0.05943 Eh. The total charge is -2. For the energy above the lowest of the compared OMol25 structures with the same formula, charge and spin, the calculation gives 6.35 kJ/mol. The molecular weight comes out at 661.83 u. The max |F| comes out at 0.52 eV Å⁻¹. The frontier orbital gap is 0.2144 Eh.

Last column: Mulliken charge in e.
Geometry (Å):
Zn: 1.063 0.923 0.409  0.333
O: 2.816 6.655 -0.862  -0.579
C: 2.398 5.372 -0.636  1.237
C: 2.588 4.375 -1.585  -0.486
C: 2.139 3.103 -1.294  -0.212
N: 1.552 2.834 -0.134  0.597
C: 1.362 3.784 0.778  0.144
C: 1.759 5.088 0.560  -0.795
C: 0.568 3.339 2.015  0.289
O: 0.207 4.215 2.799  -0.809
O: 0.303 2.099 2.033  -0.512
C: 2.235 1.933 -2.287  -0.116
O: 2.813 2.160 -3.359  -0.848
O: 1.689 0.873 -1.882  -0.567
H: 3.288 6.665 -1.702  0.282
H: 3.070 4.549 -2.540  0.403
H: 1.596 5.829 1.327  0.528
C: 4.628 -0.914 1.987  -0.368
C: 4.926 -1.286 0.531  -0.577
C: 3.755 -0.674 -0.257  -0.605
O: 2.834 -0.188 0.724  0.392
C: 3.117 -0.788 1.987  -0.620
H: 5.045 0.065 2.229  -0.039
H: 4.992 -1.652 2.705  0.355
H: 4.943 -2.371 0.396  0.284
H: 5.885 -0.891 0.197  0.302
H: 3.243 -1.415 -0.878  0.146
H: 4.036 0.163 -0.890  0.307
H: 2.616 -1.765 2.033  0.130
H: 2.727 -0.127 2.760  0.345
I: 4.498 2.851 2.699  -0.872
C: -0.168 -2.039 -2.291  -1.764
C: -1.527 -1.432 -1.904  2.405
C: -1.589 -0.093 -2.656  -1.980
C: -2.649 -2.334 -2.427  -2.074
P: -1.477 -1.058 -0.028  0.008
N: -0.106 -0.579 0.423  0.595
C: -1.894 -2.679 0.890  2.264
C: -0.992 -3.787 0.325  -2.071
C: -1.463 -2.496 2.356  -1.732
C: -3.342 -3.175 0.851  -1.971
C: -2.896 0.168 0.346  2.480
C: -3.101 0.193 1.867  -2.105
C: -4.248 -0.090 -0.329  -2.018
C: -2.425 1.584 -0.021  -2.069
H: -0.063 -1.984 -3.379  0.525
H: -0.073 -3.084 -2.003  0.318
H: 0.641 -1.463 -1.842  0.202
H: -1.373 -0.283 -3.712  0.656
H: -0.827 0.597 -2.289  0.101
H: -2.570 0.376 -2.602  0.320
H: -2.581 -2.382 -3.520  0.541
H: -3.645 -1.965 -2.179  0.250
H: -2.566 -3.357 -2.057  0.269
H: 0.040 -3.442 0.253  0.258
H: -1.318 -4.136 -0.654  0.275
H: -1.024 -4.644 1.007  0.663
H: -0.533 -1.926 2.398  0.206
H: -1.304 -3.482 2.807  0.534
H: -2.213 -1.980 2.951  0.313
H: -3.718 -3.311 -0.164  0.236
H: -4.021 -2.504 1.377  0.256
H: -3.396 -4.148 1.354  0.530
H: -3.619 -0.692 2.236  0.296
H: -3.717 1.063 2.120  0.655
H: -2.147 0.303 2.385  0.334
H: -4.648 -1.083 -0.124  0.254
H: -4.199 0.040 -1.409  0.281
H: -4.974 0.640 0.050  0.523
H: -1.437 1.785 0.391  0.391
H: -3.114 2.304 0.434  0.555
H: -2.414 1.769 -1.092  0.225

---

ORCA calculation (wB97M-V/def2-TZVPD) on a structure of composition C4H3NO2.

The value obtained for the calculated total energy is -9775.235 eV. The multiplicity is 1. Its HOMO energy is -0.34471 Eh. For the energy above the lowest of the compared OMol25 structures with the same formula, charge and spin, the calculation gives 622.53 kJ/mol. The molecular weight comes out at 97.07 u. The max |F| comes out at 6.92 eV Å⁻¹. The frontier orbital gap is 0.3689 Eh.

Last column: Mulliken charge in e.
Geometry (Å):
C: -1.416 -0.681 -0.048  -0.213
C: 0.055 0.681 -0.022  0.438
C: 1.410 0.996 -0.007  -0.385
C: 0.054 -0.653 -0.085  0.428
H: -2.297 -0.956 -0.655  0.265
H: -1.742 -0.924 1.011  0.176
H: 2.075 1.985 0.318  0.299
N: 1.130 -1.219 -0.078  -0.447
O: -1.426 0.903 -0.221  -0.401
O: 2.157 -0.131 -0.214  -0.161

---

ORCA calculation (wB97M-V/def2-TZVPD) on an isolated molecule of C5H9NO.

The value obtained for the calculated total energy is -8868.371 eV. The multiplicity is 1. Its HOMO energy is -0.35569 Eh. Its structure (SMILES) is C=CCCC(N)=O. For the energy above the lowest of the compared OMol25 structures with the same formula, charge and spin, the calculation gives 81.17 kJ/mol. The molecular weight comes out at 99.13 u. The max |F| comes out at 0.38 eV Å⁻¹. The frontier orbital gap is 0.3893 Eh.

Last column: Mulliken charge in e.
Geometry (Å):
C: -1.305 1.158 -0.803  -0.749
C: -1.450 0.131 0.029  -0.128
C: -0.635 -1.145 -0.017  -0.718
C: 0.838 -0.951 -0.436  -0.393
C: 1.450 0.361 0.036  0.339
N: 1.306 0.633 1.377  -0.452
O: 2.065 1.101 -0.709  -0.605
H: -1.886 2.068 -0.684  0.283
H: -0.581 1.145 -1.615  0.242
H: -2.182 0.205 0.834  0.346
H: -0.683 -1.636 0.963  0.342
H: -1.104 -1.851 -0.713  0.338
H: 0.959 -0.969 -1.521  0.278
H: 1.441 -1.775 -0.035  0.362
H: 1.524 1.591 1.615  0.249
H: 0.477 0.277 1.831  0.266

---

ORCA calculation (wB97M-V/def2-TZVPD) on an isolated molecule of C6H12.

The value obtained for the calculated total energy is -6415.583 eV. The multiplicity is 1. Its HOMO energy is -0.35381 Eh. Its structure (SMILES) is C[C@H]1[C@@H](C)[C@H]1C. For the energy above the lowest of the compared OMol25 structures with the same formula, charge and spin, the calculation gives 131.02 kJ/mol. The molecular weight comes out at 84.16 u. The max |F| comes out at 0.86 eV Å⁻¹. The frontier orbital gap is 0.3956 Eh.

Last column: Mulliken charge in e.
Geometry (Å):
C: 1.247 -0.237 -1.357  -1.528
C: 0.098 0.662 -0.965  0.153
C: -0.094 1.152 0.451  0.011
C: 0.649 0.564 1.633  -1.257
C: -1.079 0.195 -0.162  0.029
C: -1.246 -1.283 0.141  -1.661
H: 0.997 -0.821 -2.251  0.353
H: 1.531 -0.939 -0.565  0.330
H: 2.128 0.374 -1.585  0.364
H: -0.160 1.383 -1.738  0.398
H: -0.416 2.192 0.532  0.400
H: 1.731 0.426 1.517  0.261
H: 0.202 -0.420 1.790  0.285
H: 0.460 1.159 2.532  0.343
H: -2.057 0.587 -0.423  0.342
H: -0.360 -1.922 0.271  0.383
H: -1.704 -1.578 -0.800  0.418
H: -1.928 -1.493 0.979  0.376